Molecular formula: C18H15CrFO6S2
Method: DFT, the ωB97M-V functional and the def2-TZVPD basis

ORCA input file:
```
! RIJCOSX wB97M-V def2-TZVPD def2/J DEFGRID3
* xyz -1 4
Cr -0.080 -0.249 -0.358
C 0.599 -2.236 -1.310
C -0.592 -1.851 -1.977
C -0.322 -0.646 -2.648
C 1.047 -0.306 -2.418
C 1.617 -1.299 -1.617
H 0.724 -3.061 -0.628
H -1.541 -2.361 -1.941
H -0.998 -0.090 -3.275
H 1.537 0.589 -2.771
H 2.611 -1.297 -1.197
O 0.647 1.875 3.375
S 0.770 1.835 1.946
O 0.863 3.123 1.284
O -0.272 0.980 1.303
C 2.318 1.003 1.546
C 3.341 1.842 1.118
C 4.593 1.342 0.801
C 4.834 -0.018 0.913
C 3.819 -0.864 1.331
C 2.555 -0.378 1.648
S 1.358 -1.656 2.147
O 1.048 -1.461 3.533
O 2.034 -2.900 1.823
O 0.188 -1.469 1.252
H 3.124 2.897 1.033
H 5.371 2.016 0.466
H 5.805 -0.430 0.668
H 3.981 -1.929 1.412
F -6.491 -0.815 0.164
C -5.276 -0.279 -0.123
C -4.847 -0.258 -1.434
C -3.609 0.296 -1.716
C -2.785 0.830 -0.713
C -1.454 1.365 -1.035
C -3.270 0.785 0.603
C -4.508 0.236 0.900
H -5.480 -0.664 -2.212
H -3.275 0.325 -2.747
H -1.106 2.153 -0.380
H -1.353 1.648 -2.080
H -2.649 1.174 1.399
H -4.876 0.201 1.917
*
```

Values from the calculation:
Maximum force: 0.7 eV/A
Gap between HOMO and LUMO (spin up / spin down): 7.393 / 7.826 eV
DFT total energy: -84005.7448 eV

natural (NBO) atomic charge list, values in e, 6 entries: Cr 1.22; C -0.26; C -0.36; C -0.27; C -0.33; C -0.35